[1]
Below is a structure of composition C34H60AuN2O2Si, with properties calculated with wB97M-V/def2-TZVPD.

Structure (XYZ):
```
100
Properties=species:S:1:pos:R:3:forces:R:3
O -1.504 1.747 -1.413 0.389 0.459 0.923
O -2.345 1.291 -5.361 0.047 0.228 -0.667
C -2.791 2.026 -0.830 0.079 -0.152 -0.465
C -2.731 2.804 0.480 -0.210 0.144 0.125
H -3.267 1.036 -0.689 0.166 0.554 -0.203
H -3.351 2.614 -1.585 -0.144 -0.356 0.438
H -2.036 2.381 1.218 -0.057 0.018 -0.345
H -3.715 2.847 0.958 -0.010 -0.124 -0.193
H -2.442 3.841 0.283 -0.083 -0.127 0.247
C -0.648 2.911 -1.409 -0.257 -0.277 0.289
C -0.999 3.857 -2.547 -0.048 0.032 0.001
H 0.387 2.545 -1.461 -0.282 -0.031 -0.227
H -0.738 3.437 -0.435 0.326 -0.322 -0.587
H -1.231 3.297 -3.463 0.219 0.055 0.199
H -0.153 4.533 -2.728 -0.306 -0.021 -0.042
H -1.891 4.447 -2.291 0.282 -0.024 -0.107
C -1.500 0.864 -6.448 -0.230 0.087 0.339
C -3.426 2.150 -5.755 0.370 -0.372 -0.023
C -0.133 1.515 -6.388 0.258 0.207 -0.054
H -1.956 1.111 -7.423 -0.055 -0.251 0.328
H -1.408 -0.229 -6.359 -0.022 0.274 -0.128
H -0.217 2.609 -6.454 0.047 -0.296 0.105
H 0.460 1.182 -7.247 -0.021 0.011 0.059
H 0.425 1.248 -5.480 -0.273 0.083 -0.101
C -2.966 3.454 -6.381 -0.049 0.197 -0.100
H -4.001 2.314 -4.836 0.095 0.019 -0.208
H -4.060 1.616 -6.481 -0.039 0.051 0.208
H -2.220 3.974 -5.768 -0.166 -0.170 -0.090
H -3.827 4.117 -6.506 0.044 -0.011 0.025
H -2.558 3.285 -7.385 0.042 0.073 0.258
H -2.412 0.103 -3.329 0.044 -0.877 -0.033
N 1.445 0.437 1.672 -0.050 -1.225 -0.580
C 2.439 -0.291 2.132 -0.704 1.521 0.825
C 2.935 -1.405 1.428 0.039 0.074 0.817
C 2.628 -1.835 0.137 -1.135 -0.906 -2.829
C 3.130 0.095 3.439 0.162 0.024 -0.130
H 2.403 0.392 4.213 0.195 -0.033 -0.453
H 3.829 0.934 3.278 -0.306 -0.287 0.080
H 3.704 -0.757 3.820 -0.092 0.217 -0.086
C 3.641 -2.764 -0.516 0.464 0.062 0.270
H 4.051 -2.340 -1.446 -0.276 -0.187 0.246
H 3.204 -3.758 -0.727 0.049 0.561 -0.045
H 4.476 -2.909 0.182 -0.172 -0.043 -0.338
N 1.518 -1.533 -0.556 1.311 -0.168 0.479
C 1.141 1.742 2.049 -0.302 1.560 1.200
C 0.041 2.023 2.920 0.611 -0.067 -0.724
C -0.803 0.955 3.543 -0.316 -0.166 0.399
C -0.260 3.348 3.220 0.103 0.168 -0.113
H -1.120 3.558 3.862 0.287 -0.079 -0.161
C 0.505 4.397 2.726 -0.018 0.169 0.120
H 0.241 5.426 2.970 0.070 -0.264 -0.020
C 1.622 4.135 1.942 -0.416 -0.107 0.022
H 2.248 4.953 1.585 -0.176 -0.204 0.054
C 1.941 2.834 1.580 -0.244 -0.769 0.313
C 3.141 2.616 0.716 0.418 0.065 -0.435
C 1.417 -1.779 -1.974 0.704 -0.740 -1.298
C 0.758 -2.930 -2.485 0.424 0.375 0.336
C 0.096 -3.934 -1.584 -0.273 -0.541 0.040
C 0.753 -3.161 -3.864 -0.105 0.205 0.128
H 0.249 -4.051 -4.251 0.131 0.294 0.163
C 1.365 -2.277 -4.740 0.145 -0.231 -0.051
H 1.347 -2.466 -5.807 -0.012 -0.027 0.061
C 2.038 -1.171 -4.250 -0.316 0.078 0.168
H 2.543 -0.483 -4.929 -0.157 -0.174 0.157
C 2.054 -0.895 -2.886 -0.144 -0.110 0.588
C 2.734 0.364 -2.424 0.362 0.457 -0.006
Au -0.361 -1.258 0.258 -0.046 0.909 0.404
H -1.687 0.717 2.932 0.340 0.011 0.118
H -1.188 1.337 4.505 0.158 -0.288 -0.342
H -0.250 0.030 3.739 -0.145 0.131 -0.084
H 2.966 1.871 -0.070 0.050 0.105 0.248
H 4.028 2.314 1.296 -0.245 -0.029 -0.134
H 3.398 3.564 0.224 0.003 -0.327 0.091
H -0.356 -4.736 -2.207 0.154 0.524 0.514
H -0.713 -3.467 -0.987 0.181 -0.263 -0.183
H 0.790 -4.428 -0.880 -0.214 0.309 -0.248
H 3.472 0.183 -1.622 -0.350 0.112 -0.245
H 2.001 1.117 -2.078 0.302 -0.420 -0.012
H 3.279 0.819 -3.272 -0.235 -0.206 0.438
H 3.796 -1.882 1.891 -0.198 0.034 -0.129
C -2.264 -1.002 -3.352 0.157 0.508 -0.176
Si -3.691 -1.896 -4.217 -0.600 -0.314 -0.431
H -1.304 -1.167 -3.869 -0.250 0.013 0.099
H -2.122 -1.344 -2.318 -0.144 -0.059 -0.038
C -5.350 -1.076 -3.852 0.151 0.024 0.108
C -3.891 -3.711 -3.703 0.039 0.145 0.040
C -3.628 -2.046 -6.109 0.223 0.203 0.105
H -4.622 -2.400 -6.432 0.353 0.084 0.098
H -2.885 -2.795 -6.422 -0.166 0.251 0.000
H -3.421 -1.099 -6.625 -0.093 -0.270 0.087
H -5.611 -1.185 -2.791 -0.046 0.120 -0.180
H -6.132 -1.569 -4.452 0.224 0.169 0.220
H -5.336 -0.010 -4.109 -0.065 -0.163 0.085
H -3.729 -3.860 -2.629 -0.049 -0.116 -0.129
H -3.204 -4.359 -4.270 -0.195 0.124 0.254
H -4.928 -4.016 -3.943 0.485 0.059 0.109
C -2.210 -1.168 1.069 -0.451 0.091 -0.017
H -2.463 -0.104 1.201 -0.069 -0.473 -0.057
H -2.129 -1.678 2.031 -0.164 0.118 0.054
H -2.969 -1.681 0.446 0.481 0.304 0.163
```
Forces are in eV/Å.

Properties
- Kohn-Sham gap (spin up / spin down): 8.335 / 4.958 eV
- Maximum force: 3.18 eV/A
- Highest occupied orbital energy (spin up / spin down): -11.33 / -11.02 eV
- Multiplicity: 3
- Expectation value of S²: 2.071
- Total charge: +1



[2]
Below is an isolated molecule of C4H5NO, with properties calculated with wB97M-V/def2-TZVPD.

Structure (XYZ):
```
11
Properties=species:S:1:pos:R:3:forces:R:3
C -0.157 0.419 -1.798 -0.026 -0.019 -0.039
C -0.030 -0.018 -0.381 0.089 -0.084 -0.170
N 0.316 -1.173 0.083 -0.096 0.260 -0.094
C 0.318 -1.007 1.461 -0.007 0.072 0.223
C -0.036 0.262 1.753 0.061 -0.174 0.129
O -0.262 0.912 0.575 -0.001 -0.039 -0.072
H -0.830 1.275 -1.871 0.072 -0.121 0.002
H -0.540 -0.402 -2.407 0.059 0.099 0.100
H 0.819 0.713 -2.200 -0.119 -0.032 0.079
H 0.578 -1.815 2.130 -0.066 0.149 -0.084
H -0.176 0.835 2.655 0.035 -0.110 -0.073
```
Forces are in eV/Å.

Properties
- Kohn-Sham gap: 10.236 eV
- Maximum force: 0.29 eV/A
- Highest occupied orbital energy: -9.18 eV
- SMILES: Cc1ncco1
- Energy above the lowest of the compared OMol25 structures with the same formula, charge and spin: 5.7 kcal per mole



[3]
Below is a structure of composition C25H36NO2Tb, with properties calculated with wB97M-V/def2-TZVPD.

Structure (XYZ):
```
65
Properties=species:S:1:pos:R:3:forces:R:3
O -3.113 -1.049 0.385 -1.634 -0.861 0.537
C -3.295 -1.967 1.514 0.335 -0.433 -0.026
C -4.630 -2.535 1.019 0.780 0.284 0.345
H -3.389 -1.421 2.449 0.316 -0.002 0.079
H -2.488 -2.706 1.558 -0.209 0.367 0.178
C -4.406 -1.571 -0.161 -0.237 0.409 -0.860
H -5.405 -2.333 1.761 -0.302 0.087 -0.600
H -4.607 -3.601 0.768 -0.095 0.307 -0.028
C -5.442 -0.463 -0.358 0.205 0.113 -0.125
H -5.753 -0.046 0.598 0.144 0.120 0.094
H -6.363 -0.778 -0.869 0.373 -0.336 0.115
H -5.011 0.335 -0.974 0.011 -0.049 0.165
C -4.036 -2.275 -1.455 0.172 -0.058 -0.178
H -3.336 -3.090 -1.203 -0.167 0.301 -0.313
H -3.547 -1.561 -2.146 -0.165 -0.339 0.368
H -4.902 -2.701 -1.971 0.025 0.021 0.154
Tb 1.055 0.925 -0.932 2.558 -1.749 2.424
C 2.917 0.797 -2.609 -0.320 -1.245 -0.147
C 3.379 0.050 -1.473 0.467 0.124 -0.127
C 2.675 -1.183 -1.452 -0.316 0.428 -0.332
H 4.028 0.463 -0.669 -0.269 -0.605 -0.898
C 1.705 -1.182 -2.508 0.788 0.367 -0.299
C 1.886 0.027 -3.236 0.612 -0.235 0.374
H 1.305 0.334 -4.098 0.337 -0.295 0.069
H 3.302 1.734 -2.977 -0.127 0.075 0.162
H 2.865 -2.022 -0.797 -0.095 0.165 0.222
H 1.078 -2.016 -2.845 0.189 0.432 0.414
C 0.233 3.003 -1.705 -2.358 -0.635 -0.230
C -0.113 2.047 -2.722 -0.988 0.993 -0.114
C -1.124 1.163 -2.226 0.431 0.516 0.462
H 0.346 1.979 -3.701 -0.288 0.285 0.255
C -1.363 1.506 -0.860 -0.640 1.281 -0.352
C -0.577 2.672 -0.554 -0.779 0.546 -1.096
H -0.637 3.267 0.352 0.277 -0.387 -0.066
H 1.037 3.717 -1.749 -0.081 0.201 0.029
H -1.610 0.340 -2.754 0.397 0.282 0.152
H -2.092 1.007 -0.202 0.532 0.300 -0.340
O -0.578 -1.817 2.259 2.402 -0.686 -2.337
C -0.117 -2.038 0.822 0.234 0.550 1.270
C 0.274 -3.517 0.781 -0.450 0.275 0.452
H 0.810 -1.392 0.599 -1.145 -0.561 0.481
H -0.941 -1.829 0.143 0.006 0.402 0.151
C 0.807 -3.799 2.227 -0.939 0.494 -0.420
H 0.879 -3.803 -0.075 0.566 0.235 0.163
H -0.660 -4.045 0.596 -0.070 -0.257 0.303
C 0.535 -2.445 2.947 0.135 0.212 -0.792
H 1.862 -4.027 2.289 0.171 -0.260 -0.132
H 0.198 -4.623 2.633 0.488 0.366 0.147
H 1.447 -1.787 2.871 -0.800 -0.510 0.127
H 0.250 -2.558 3.972 -0.082 -0.017 0.608
C 4.212 3.427 -1.151 0.188 0.138 -0.415
C 3.630 3.231 0.193 0.306 -0.067 2.147
C 4.223 3.649 1.412 -0.443 -0.361 -1.094
C 3.323 3.344 2.448 -1.201 -0.476 -0.754
C 2.190 2.779 1.817 1.980 0.084 0.079
C 0.956 2.472 2.574 -0.748 -0.439 0.993
N 2.416 2.619 0.455 -0.568 0.216 0.090
H 5.006 4.179 -1.102 -0.109 -0.121 0.039
H 3.475 3.797 -1.872 -0.006 -0.021 -0.018
H 4.653 2.522 -1.562 0.133 -0.096 -0.135
H 5.204 4.089 1.514 -0.022 0.119 -0.093
H 3.407 3.502 3.524 0.069 0.078 -0.428
H 0.263 1.735 2.066 0.506 0.822 0.637
H 1.280 2.041 3.567 -0.586 0.188 -0.984
H 0.422 3.430 2.855 0.105 -1.083 -0.554
```
Forces are in eV/Å.

Properties
- Kohn-Sham gap (spin up / spin down): 6.418 / 6.521 eV
- Maximum force: 3.93 eV/A
- Highest occupied orbital energy (spin up / spin down): -6.20 / -6.20 eV
- Multiplicity: 7
- Expectation value of S²: 12.725
- Energy above the lowest of the compared OMol25 structures with the same formula, charge and spin: 34.0 kcal per mole



[4]
Below is a cluster of 16 separate species, C27H44Cl45N3O4P in total, with properties calculated with wB97M-V/def2-TZVPD.

Structure (XYZ):
```
124
Properties=species:S:1:pos:R:3:forces:R:3
C 2.987 -3.282 2.163 -0.110 -0.011 0.755
C 3.917 -2.103 2.442 0.153 -0.390 -0.215
C 4.527 -1.424 1.198 -0.478 0.329 0.171
C 3.710 -1.504 -0.088 0.026 -0.695 0.038
N 2.288 -1.096 0.031 0.661 0.444 0.070
C 2.105 0.065 0.825 -0.383 0.992 -0.463
C 2.543 1.469 0.337 0.106 0.174 0.451
C 1.354 2.412 0.536 -0.601 0.771 0.623
C 0.592 2.973 -0.691 0.308 -0.283 -0.037
C 0.911 2.332 -2.044 -0.653 0.276 -0.201
O -0.293 2.297 -2.823 0.151 -0.155 0.314
C 0.422 1.640 1.510 -0.264 0.146 -0.432
P 0.812 1.913 3.286 1.800 0.206 0.114
O 2.243 2.229 3.424 -0.022 0.024 -0.055
O -0.170 3.047 3.748 -0.240 -0.303 -0.132
O 0.395 0.638 4.147 -0.727 0.122 -0.718
N 0.585 0.218 1.068 -0.202 0.543 1.393
N -0.274 -0.132 -0.003 0.811 -0.633 -0.726
C -1.093 -1.304 0.281 -0.922 -0.044 0.098
C -2.073 -1.100 1.459 1.153 -0.006 0.006
H 2.020 -2.962 1.779 0.039 -0.072 -0.361
H 3.438 -4.035 1.522 -0.042 0.054 -0.218
H 2.776 -3.779 3.112 0.005 -0.090 0.000
H 4.743 -2.483 3.042 0.066 0.120 0.098
H 3.410 -1.384 3.090 -0.048 0.107 -0.036
H 4.714 -0.371 1.426 0.233 0.004 0.059
H 5.491 -1.885 0.998 0.085 0.064 -0.153
H 4.210 -0.953 -0.887 0.080 0.212 0.100
H 3.707 -2.544 -0.415 -0.148 -0.029 -0.057
H 1.984 -0.836 -0.903 -0.265 -0.303 -0.045
H 2.494 0.007 1.840 0.119 -0.640 -0.018
H 3.304 1.831 1.027 0.256 -0.193 -0.105
H 2.981 1.465 -0.656 -0.182 -0.043 -0.161
H 1.648 3.285 1.119 0.410 0.014 -0.150
H 0.810 4.036 -0.764 -0.040 0.076 0.033
H -0.482 2.903 -0.512 0.155 0.027 -0.162
H 1.637 2.955 -2.567 0.239 -0.207 -0.054
H 1.287 1.313 -1.961 0.157 -0.010 0.158
H -0.297 1.454 -3.284 -0.118 0.073 -0.346
H -0.605 1.990 1.390 -0.186 -0.440 -0.102
H 0.339 3.864 3.843 -0.124 0.229 0.187
H 1.013 -0.080 3.959 0.170 -0.188 0.498
H 0.411 -0.362 1.893 -0.560 -0.444 -0.406
H -0.810 0.673 -0.296 -0.110 0.149 0.263
H -1.654 -1.501 -0.631 0.072 0.094 -0.121
H -0.465 -2.178 0.439 0.228 0.069 -0.060
H -2.226 -0.031 1.608 -0.463 0.006 -0.059
H -1.598 -1.480 2.367 -0.302 -0.087 0.194
H -3.007 -1.626 1.304 -0.119 0.023 0.065
C -1.709 2.500 -5.847 -0.114 0.132 -0.011
Cl -0.589 1.126 -5.837 0.057 -0.106 -0.030
Cl -1.550 3.413 -7.341 0.031 -0.059 0.096
Cl -3.366 1.944 -5.609 0.179 0.025 -0.027
H -1.445 3.146 -5.020 0.049 -0.040 0.029
C -3.655 3.201 0.221 0.026 -0.050 0.192
Cl -4.012 2.466 1.779 0.185 -0.001 0.111
Cl -2.639 4.629 0.421 -0.334 -0.304 -0.092
Cl -2.849 2.046 -0.848 -0.310 -0.101 -0.180
H -4.588 3.490 -0.245 0.003 0.021 -0.011
C 0.276 8.202 0.402 0.139 -0.017 -0.024
Cl 1.452 8.335 1.706 -0.024 -0.004 -0.001
Cl 1.076 7.988 -1.152 -0.025 0.000 0.014
Cl -0.847 6.867 0.710 0.265 0.331 0.086
H -0.298 9.119 0.366 -0.030 -0.005 0.004
C -3.318 -5.042 2.707 -0.040 0.176 -0.005
Cl -1.748 -5.037 1.900 -0.070 -0.031 -0.020
Cl -3.364 -3.808 3.964 -0.170 0.019 -0.001
Cl -4.633 -4.792 1.558 0.055 -0.032 -0.052
H -3.450 -6.011 3.170 0.001 -0.001 0.022
C -7.371 0.723 2.042 0.000 -0.020 0.063
Cl -6.177 -0.581 2.046 0.010 -0.019 -0.015
Cl -7.166 1.765 0.631 -0.123 -0.010 -0.136
Cl -9.006 0.084 2.115 0.036 -0.002 -0.009
H -7.202 1.324 2.925 -0.003 0.020 0.001
C -0.524 -4.674 6.995 0.004 -0.114 0.029
Cl 0.758 -5.875 7.123 0.003 0.039 0.005
Cl -0.359 -3.744 5.500 0.166 0.028 -0.002
Cl -2.110 -5.435 7.088 0.012 0.034 -0.009
H -0.430 -3.986 7.824 -0.015 0.037 -0.005
C 0.917 -7.825 0.083 -0.093 -0.032 0.106
Cl 1.840 -8.805 1.213 -0.028 0.005 -0.023
Cl -0.782 -8.306 0.025 0.083 0.125 0.021
Cl 1.052 -6.111 0.513 0.144 0.092 -0.101
H 1.337 -7.954 -0.906 -0.004 0.001 -0.014
C 5.285 3.704 5.195 0.016 -0.011 0.079
Cl 5.767 4.864 3.951 -0.049 0.000 -0.084
Cl 6.487 2.422 5.349 -0.030 -0.015 -0.026
Cl 5.033 4.515 6.738 -0.028 -0.005 -0.022
H 4.349 3.257 4.885 0.003 -0.002 -0.037
C -6.840 -0.131 -6.932 0.075 -0.052 -0.072
Cl -6.621 -1.863 -6.700 0.146 0.013 -0.019
Cl -6.317 0.762 -5.500 -0.207 -0.031 0.080
Cl -5.979 0.429 -8.363 -0.019 0.009 0.013
H -7.896 0.059 -7.077 -0.011 0.010 0.012
C 0.838 5.695 -10.081 0.006 0.012 0.129
Cl 1.757 4.616 -9.033 -0.115 0.084 0.033
Cl -0.896 5.421 -9.893 -0.027 0.054 -0.112
Cl 1.242 7.381 -9.759 0.000 -0.008 -0.027
H 1.102 5.476 -11.107 -0.005 -0.010 -0.011
C 0.736 -12.990 -0.257 0.038 0.031 -0.008
Cl -0.193 -11.551 0.166 -0.001 -0.161 -0.037
Cl 0.933 -13.116 -2.005 -0.012 -0.010 0.007
Cl 2.305 -12.977 0.550 -0.016 -0.007 0.008
H 0.190 -13.860 0.084 -0.004 -0.010 0.005
C -10.340 -4.147 -6.254 -0.034 -0.016 0.042
Cl -9.384 -5.231 -5.242 0.017 0.001 -0.019
Cl -12.064 -4.433 -6.030 0.020 0.004 -0.014
Cl -9.931 -2.463 -5.921 -0.144 0.014 0.035
H -10.096 -4.352 -7.288 0.007 0.003 -0.011
C -0.353 -0.397 8.400 -0.063 0.046 0.063
Cl -1.808 -0.994 7.595 0.037 -0.030 0.000
Cl -0.768 0.642 9.757 0.010 -0.006 -0.023
Cl 0.677 -1.733 8.926 0.018 -0.004 -0.028
H 0.206 0.191 7.685 0.010 -0.005 -0.016
C 8.040 8.057 4.307 0.060 0.078 0.030
Cl 9.190 7.684 5.589 -0.017 -0.027 -0.005
Cl 6.805 9.180 4.880 -0.021 -0.043 -0.016
Cl 8.866 8.705 2.890 -0.017 -0.020 -0.011
H 7.551 7.137 4.019 -0.015 -0.011 0.019
C 4.477 1.797 -9.895 -0.098 -0.004 -0.033
Cl 3.629 0.314 -10.325 0.016 0.002 0.008
Cl 4.096 3.091 -11.028 0.131 -0.069 -0.056
Cl 4.097 2.271 -8.232 0.064 -0.021 -0.004
H 5.540 1.606 -9.951 0.014 0.001 0.019
```
Forces are in eV/Å.

Properties
- Kohn-Sham gap: 9.603 eV
- Maximum force: 1.82 eV/A
- Highest occupied orbital energy: -12.18 eV
- Total charge: +1



Q: Which of these has the highest maximum force?
A: C25H36NO2Tb